Below is a cluster of 2 separate species, C4H12 in total in a non-equilibrium geometry, with properties calculated with ωB97M-V/def2-TZVPD.

Frontier orbital gap   12.76 eV
Strongest force on any atom   2.11 eV Å⁻¹
ΔE to the lowest compared entry with this formula, charge and spin   8.3 kcal per mole
HOMO energy   -11.62 eV
SMILES string   CC.CC

Geometry as XYZ:
```
16
Properties=species:S:1:pos:R:3:lowdin_charge:R:1
C -2.6052 0.4841 0.7737 -0.17
C -1.1197 0.8831 0.6066 -0.17
H -3.1727 0.9551 -0.0308 0.06
H -2.7522 -0.5920 0.7526 0.06
H -3.0238 0.8432 1.7153 0.06
H -0.5526 0.2675 1.3016 0.06
H -0.8760 0.5063 -0.3916 0.05
H -0.9031 1.9433 0.5665 0.06
C 2.2060 -0.3652 -0.0668 -0.18
C 1.5495 -0.9239 -1.3434 -0.16
H 1.9004 0.6624 0.1312 0.05
H 1.8431 -0.9078 0.8086 0.06
H 3.2825 -0.4914 -0.0433 0.06
H 2.1683 -1.8067 -1.5035 0.06
H 1.5231 -0.2798 -2.2110 0.06
H 0.5325 -1.1781 -1.0656 0.04
```

---

Below is a cluster of 2 separate species, C4H12 in total in a non-equilibrium geometry, with properties calculated with ωB97M-V/def2-TZVPD.

Frontier orbital gap   11.70 eV
Strongest force on any atom   4.26 eV Å⁻¹
ΔE to the lowest compared entry with this formula, charge and spin   28.6 kcal per mole
HOMO energy   -10.60 eV
SMILES string   CC.CC

Geometry as XYZ:
```
16
Properties=species:S:1:pos:R:3:lowdin_charge:R:1
C 0.2078 -0.4009 2.5312 -0.18
C -0.7469 0.5671 1.8478 -0.19
H 1.0497 -0.6333 1.8116 0.08
H 0.7807 -0.0158 3.3949 0.06
H -0.3779 -1.2430 2.8832 0.06
H -0.2333 1.4813 1.5563 0.06
H -1.5609 0.8086 2.5498 0.07
H -1.2136 0.1154 0.9640 0.04
C 0.8661 0.0584 -2.6712 -0.17
C -0.2886 -0.2083 -1.7415 -0.21
H 1.0889 -0.8486 -3.3143 0.07
H 0.7512 0.8530 -3.3922 0.06
H 1.7692 -0.2020 -2.0935 0.07
H -0.4393 0.4857 -0.8875 0.03
H -1.2746 0.0574 -2.1657 0.06
H -0.5112 -1.0816 -1.0888 0.07
```

---

Below is a cluster of 2 separate species, C4H12 in total in a non-equilibrium geometry, with properties calculated with ωB97M-V/def2-TZVPD.

Frontier orbital gap   12.45 eV
Strongest force on any atom   3.23 eV Å⁻¹
ΔE to the lowest compared entry with this formula, charge and spin   17.2 kcal per mole
HOMO energy   -11.30 eV
SMILES string   CC.CC

Geometry as XYZ:
```
16
Properties=species:S:1:pos:R:3:lowdin_charge:R:1
C 0.0020 0.9343 -2.1334 -0.15
C -0.0857 2.1924 -1.2013 -0.18
H 0.8885 0.9940 -2.7645 0.05
H 0.1083 0.1040 -1.4032 0.04
H -0.8003 1.0229 -2.8808 0.06
H 0.5646 2.1659 -0.3163 0.05
H 0.3716 3.0524 -1.6658 0.04
H -1.0962 2.4852 -0.8902 0.06
C -0.4058 -2.0286 2.1368 -0.17
C 0.4848 -1.2410 1.1092 -0.15
H 0.2154 -2.2073 3.0062 0.05
H -1.1395 -1.3805 2.6451 0.06
H -0.8550 -2.9200 1.7399 0.05
H 0.9942 -1.9722 0.4753 0.06
H 1.0511 -0.4912 1.6481 0.06
H -0.2979 -0.7104 0.4950 0.05
```

---

Which value of ΔE to the lowest compared entry with this formula, charge and spin does entry 2 give? 28.6 kcal per mole

---

The highest ΔE to the lowest compared entry with this formula, charge and spin belongs to which entry? number 2

---

Among the records above, which one has the lowest ΔE to the lowest compared entry with this formula, charge and spin? number 1